(1)
Entry from OMol25: a molecular structure, C41H43EuN5P2Te at a distorted geometry (ωB97M-V with the def2-TZVPD basis set).

```
93
Properties=species:S:1:pos:R:3:mulliken_charge:R:1
Eu 0.0000 0.0000 0.0000 0.33
C 1.2064 -2.6975 -0.6866 -1.05
C 1.3305 -2.5965 0.8478 -0.90
N 0.2718 -1.7871 1.4859 -0.92
C 0.7761 -1.2113 2.7519 -1.58
C 1.7451 -0.0561 2.5556 1.01
C 2.5074 0.4743 3.5822 -1.16
C 3.2523 1.6272 3.3230 -0.79
C 3.1714 2.2462 2.0719 -0.42
C 2.3801 1.6635 1.0930 -0.62
C 2.0686 2.3677 -0.2185 -1.04
N 1.2269 1.6288 -1.1957 0.76
C 2.0354 0.7619 -2.0673 -1.12
C 2.3508 -0.6554 -1.5134 -1.25
N 1.1192 -1.4155 -1.3636 -0.04
N 1.7503 0.5035 1.3323 1.23
H 0.2871 -3.2540 -0.9080 0.33
H 2.0313 -3.2946 -1.0926 0.50
H 2.3299 -2.2034 1.0701 0.35
H 1.3014 -3.6068 1.2742 0.48
H -0.5827 -2.3641 1.6623 0.72
H 1.2344 -1.9915 3.3715 0.55
H -0.0843 -0.8171 3.3052 0.26
H 2.5114 0.0227 4.5672 0.50
H 3.8571 2.0704 4.1092 0.37
H 3.6890 3.1807 1.8871 0.50
H 2.9979 2.7174 -0.6843 0.85
H 1.5034 3.2681 0.0544 0.21
H 0.6752 2.3239 -1.7508 -0.61
H 2.9705 1.2573 -2.3565 0.44
H 1.4772 0.6363 -3.0046 0.71
H 2.9188 -0.5879 -0.5833 0.36
H 2.9976 -1.1676 -2.2362 0.70
H 0.6363 -1.4925 -2.2900 0.37
Te -2.3559 0.2400 -4.4018 0.20
C -4.1477 1.2095 -4.9930 0.13
C -4.1364 2.5495 -5.3865 -0.11
C -5.3295 3.1595 -5.7801 -0.51
N -6.4888 2.4489 -5.7837 -0.64
C -6.5221 1.1404 -5.4145 -0.42
C -5.3482 0.4960 -5.0162 -0.31
C -2.2846 1.0769 -2.4052 -1.09
P -0.5485 1.6067 -2.1311 0.88
C -0.6524 2.6720 -0.6165 1.89
C 0.3539 2.5224 0.3490 0.05
C 0.3432 3.2963 1.5129 -0.18
C -0.6758 4.2267 1.7242 -1.36
C -1.6859 4.3808 0.7726 -1.62
C -1.6775 3.6075 -0.3929 -0.53
C -0.3400 2.9089 -3.4358 1.81
C 0.8378 2.8800 -4.1967 -0.44
C 1.0617 3.8308 -5.1970 -0.91
C 0.1080 4.8190 -5.4477 -0.68
C -1.0712 4.8532 -4.7012 -0.76
C -1.2976 3.9022 -3.7009 -1.24
P -2.4405 -0.3278 -1.2302 0.39
C -4.1664 -0.9076 -1.5797 1.01
C -5.2370 -0.0302 -1.8265 -0.07
C -6.5167 -0.5329 -2.0828 -1.12
C -6.7370 -1.9117 -2.1049 -0.57
C -5.6766 -2.7901 -1.8732 -0.68
C -4.3972 -2.2901 -1.6132 -0.52
C -2.6828 0.4734 0.4259 0.56
C -3.6300 1.4808 0.6801 -0.43
C -3.7574 2.0225 1.9635 -0.86
C -2.9426 1.5675 3.0019 -1.27
C -1.9978 0.5696 2.7585 -0.78
C -1.8698 0.0254 1.4777 2.02
H -3.2172 3.1113 -5.3948 0.46
H -5.3328 4.1971 -6.0861 0.37
H -7.4587 0.5987 -5.4331 0.42
H -5.3718 -0.5471 -4.7286 0.41
H 1.1512 1.8056 0.1975 -0.46
H 1.1254 3.1741 2.2508 0.35
H -0.6856 4.8243 2.6262 0.41
H -2.4814 5.0949 0.9412 0.38
H -2.4844 3.7353 -1.0905 0.40
H 1.5861 2.1194 -4.0126 0.28
H 1.9745 3.8006 -5.7778 0.46
H 0.2800 5.5545 -6.2230 0.39
H -1.8149 5.6137 -4.9015 0.47
H -2.2264 3.9464 -3.1636 0.68
H -5.0950 1.0370 -1.8464 0.30
H -7.3360 0.1478 -2.2750 0.47
H -7.7270 -2.2988 -2.3081 0.39
H -5.8453 -3.8590 -1.8953 0.42
H -3.5839 -2.9821 -1.4344 0.38
H -4.2633 1.8685 -0.0938 0.23
H -4.4862 2.8003 2.1516 0.44
H -3.0418 1.9894 3.9936 0.40
H -1.3647 0.2163 3.5620 0.39
H -1.1342 -0.7500 1.3044 -1.03
H -1.2026 -1.6606 0.4877 0.72
```

Calculated values
- LUMO level (spin up / spin down) (eV) = 0.0 / -0.7
- total charge = 0
- calculated total energy (eV) = -95839.3605
- highest occupied orbital energy (spin up / spin down) (eV) = -3.922 / -6.055
- spin multiplicity = 8


(2)
Entry from OMol25: a molecular structure, C18H19O11Pd at a distorted geometry (ωB97M-V with the def2-TZVPD basis set).

```
49
Properties=species:S:1:pos:R:3:mulliken_charge:R:1
Pd 26.1617 12.6904 8.0760 1.56
C 28.4082 10.4310 5.7240 -1.92
C 27.7759 11.8135 5.3199 -0.58
O 27.7864 12.8060 6.2647 -0.63
H 28.2838 10.2198 6.7861 0.21
H 29.4980 10.4268 5.7470 0.59
H 28.0656 9.6617 5.0320 0.72
H 26.7210 11.5640 5.2052 0.18
H 28.1228 12.2025 4.3626 0.40
C 24.6495 8.8200 6.3211 -5.17
C 24.6088 9.4777 7.6477 -0.49
O 24.6329 10.8213 7.6400 0.50
H 23.8369 9.1757 5.6878 -0.12
H 24.6667 7.7328 6.2445 2.55
H 25.5669 8.8987 5.7378 0.37
H 25.4430 9.0628 8.2134 0.23
H 23.7180 9.0927 8.1440 0.42
C 23.7538 16.0023 6.7212 -1.32
C 23.4391 15.0626 7.9316 -0.87
O 24.1266 13.8724 8.0439 -0.15
H 24.7814 16.3566 6.8022 0.18
H 23.0847 16.8584 6.8082 0.46
H 23.7632 15.5676 5.7217 0.30
H 22.3974 14.7503 8.0047 0.26
H 23.6705 15.6721 8.8052 0.29
C 26.3800 11.2330 12.4538 -0.64
C 25.9687 11.3132 13.8497 0.58
C 24.6426 12.1939 14.1042 0.54
O 24.5099 12.5346 15.2870 -0.81
C 23.7985 12.3962 12.9420 -0.97
C 24.2006 12.1777 11.6322 0.51
C 25.6019 11.5985 11.4518 0.35
O 26.2332 11.8345 10.3485 -0.47
O 23.3234 12.3756 10.7001 -0.78
O 26.5173 10.7240 14.8232 -0.82
H 27.4009 10.8863 12.5173 0.22
H 22.8569 12.8904 13.1302 0.29
C 27.7551 14.7077 10.9341 -0.23
C 28.6605 15.0159 12.1047 0.27
C 30.1727 14.9583 11.8321 0.53
O 30.8259 14.7868 12.8671 -0.80
C 30.7311 15.2253 10.4946 -0.98
C 29.7823 15.2371 9.4580 0.43
C 28.2905 14.9298 9.6758 -0.09
O 27.5336 14.4335 8.7587 -0.42
O 30.2752 15.4819 8.2656 -0.85
O 28.2676 15.0930 13.2509 -0.69
H 26.8041 14.2913 11.2320 0.49
H 31.7768 15.3711 10.2674 0.36
```

Calculated values
- LUMO level (spin up / spin down) (eV) = 12.5 / 12.5
- total charge = -6
- calculated total energy (eV) = -44941.2432
- highest occupied orbital energy (spin up / spin down) (eV) = 10.603 / 8.025
- spin multiplicity = 4


(3)
Entry from OMol25: 8 unconnected molecules or ions with the total composition C15H32FN9O17S at a distorted geometry (ωB97M-V with the def2-TZVPD basis set).

```
75
Properties=species:S:1:pos:R:3:mulliken_charge:R:1
N -2.3850 -1.6590 -4.0873 -0.43
C -1.6955 -2.6604 -4.5844 0.15
C -0.9550 -4.0223 -5.2040 0.23
F 0.4227 -3.6520 -5.6998 -0.30
C -0.9324 -5.1419 -4.0067 0.09
C -2.1869 -4.9453 -2.9259 0.05
N -2.9311 -4.5516 -1.9324 -0.47
C 0.5254 -5.3168 -3.2565 -0.82
C 1.1396 -3.9344 -2.6252 -0.30
C 0.7880 -3.6925 -1.0424 -0.26
C 1.7325 -2.4790 -0.4557 -0.55
S 1.7437 -0.9186 -1.4908 0.83
O 2.4182 0.2858 -0.7395 -0.35
O 0.2402 -0.5613 -1.7932 -0.58
O 2.5258 -1.0532 -2.9992 -0.48
H -1.5387 -4.3708 -6.1811 0.31
H -1.1513 -6.1922 -4.5287 0.38
H 1.2833 -5.7410 -4.0749 0.34
H 0.4715 -6.1754 -2.4301 0.36
H 0.7204 -2.9994 -3.2195 0.31
H 2.3218 -3.8917 -2.7776 0.04
H 0.9116 -4.7104 -0.4315 0.40
H -0.3457 -3.3389 -0.9705 0.18
H 1.2547 -2.1769 0.5961 0.26
H 2.8448 -2.8317 -0.2521 0.39
H 3.1154 -1.8723 -3.0434 0.37
C 3.1403 3.3357 -0.3138 -0.21
N 4.1279 4.2437 0.3295 0.94
O 3.7400 4.9068 1.2984 -0.55
O 5.2647 4.2650 -0.1565 -0.55
H 2.1879 3.4186 0.2142 -0.12
H 3.0330 3.6493 -1.3542 0.35
H 3.5327 2.3192 -0.2437 0.17
C -3.3535 -1.5179 0.7292 -0.60
N -2.1814 -2.0234 1.4934 0.84
O -1.3524 -2.7016 0.8756 -0.53
O -2.1265 -1.7249 2.6922 -0.53
H -3.2719 -1.8546 -0.3065 0.26
H -4.2524 -1.9244 1.1972 0.38
H -3.3363 -0.4274 0.7826 0.10
C 4.6201 -0.0119 2.0280 -0.71
N 3.8685 -1.2431 2.3924 0.81
O 3.1778 -1.7667 1.5105 -0.50
O 3.9930 -1.6491 3.5538 -0.53
H 4.4182 0.2286 0.9820 0.16
H 4.2743 0.7912 2.6820 0.36
H 5.6819 -0.2174 2.1783 0.33
C -6.3967 1.0492 1.1662 -0.71
N -6.7361 -0.0258 0.1954 0.90
O -7.4726 0.2774 -0.7504 -0.53
O -6.2536 -1.1439 0.4103 -0.55
H -6.8869 1.9741 0.8549 0.52
H -6.7569 0.7332 2.1474 0.29
H -5.3112 1.1675 1.1607 0.10
C -5.1795 5.3356 0.9040 -0.60
N -5.9312 4.1045 1.2685 0.96
O -6.6218 3.5809 0.3865 -0.59
O -5.8066 3.6985 2.4298 -0.50
H -5.3814 5.5762 -0.1420 0.30
H -5.5253 6.1387 1.5580 0.28
H -4.1178 5.1301 1.0544 0.13
C -0.4551 3.3588 0.7219 -0.83
N -1.8190 3.8244 0.3523 0.79
O -2.7710 3.1094 0.6860 -0.45
O -1.8953 4.8947 -0.2623 -0.50
H -0.5383 2.4095 1.2555 0.33
H 0.1120 3.2330 -0.2027 0.30
H -0.0081 4.1226 1.3614 0.35
C 6.7523 2.7531 4.8593 -0.75
N 6.4128 1.6780 3.8885 0.86
O 5.6763 1.9813 2.9426 -0.53
O 6.8953 0.5600 4.1034 -0.50
H 6.2620 3.6780 4.5480 0.32
H 6.3920 2.4370 5.8404 0.29
H 7.8377 2.8714 4.8538 0.27
```

Calculated values
- LUMO level (eV) = -0.5
- total charge = 0
- calculated total energy (eV) = -77815.3544
- highest occupied orbital energy (eV) = -10.501
- structure (SMILES) = N#C[C@@H](F)[C@H](C#N)CCCCS(=O)(=O)O.C[N+](=O)[O-].C[N+](=O)[O-].C[N+](=O)[O-].C[N+](=O)[O-].C[N+](=O)[O-].C[N+](=O)[O-].C[N+](=O)[O-]